Formula: C15H34CaN4S3
Source: the Open Molecules 2025 dataset
Level of theory: ωB97M-V with the def2-TZVPD basis set

Last column: Mulliken charge in e.
Element x y z (Å)
Ca -0.1516 -0.1327 0.3066  1.800
C -4.0645 1.1530 2.1865  -0.738
C -3.0484 1.8751 3.0424  -0.711
S -1.5118 2.0963 2.1395  0.083
C -1.5964 3.7901 1.4014  -0.803
C -1.1191 3.7871 0.0091  -0.673
S -1.4024 2.2636 -0.9443  0.092
C -3.1413 2.2614 -1.4393  -0.739
C -4.0892 1.4702 -0.5394  -0.772
S -3.2075 0.4891 0.7153  0.183
H -4.4891 0.2130 2.6495  0.414
H -4.9903 1.7723 1.9081  0.295
H -3.3755 2.8499 3.3787  0.416
H -2.8373 1.2768 3.9359  0.375
H -2.6308 4.0818 1.4795  0.431
H -0.9764 4.4564 2.0588  0.441
H -1.5971 4.6105 -0.5381  0.400
H -0.0209 3.9854 0.0251  0.326
H -3.4554 3.2933 -1.6729  0.438
H -3.1580 1.7785 -2.4554  0.309
H -4.8191 2.1884 -0.1078  0.248
H -4.6269 0.7495 -1.1588  0.543
N 1.4753 -0.2579 2.2337  -0.560
C 1.6272 -1.5811 2.8868  -0.588
C 0.2649 -2.2180 2.9899  -0.828
N -0.5475 -2.2192 1.7478  -0.055
C -0.2575 -3.3169 0.7943  -0.560
C -0.7211 -3.1744 -0.6824  -0.631
N -1.2633 -1.8630 -0.9447  -0.608
H 2.3922 0.2490 2.2121  0.236
H 0.9063 0.3420 2.8784  0.213
H 2.0706 -1.5135 3.8882  0.424
H 2.2527 -2.2938 2.2836  0.333
H -0.2487 -1.5604 3.6915  0.374
H 0.2676 -3.2222 3.4576  0.348
H -1.4987 -2.2327 2.0752  0.195
H -0.6519 -4.3346 1.1562  0.436
H 0.8563 -3.4860 0.7868  0.265
H -1.4271 -3.9716 -0.9523  0.372
H 0.0827 -3.3011 -1.4409  0.284
H -2.1461 -1.8344 -0.4422  0.325
H -1.5553 -1.7244 -1.9467  0.207
C 3.2255 -1.1105 -4.0179  -1.608
C 3.7829 -0.5047 -2.7000  2.157
C 4.9995 -1.2823 -2.1920  -1.468
C 4.1297 0.9698 -2.9235  -1.496
C 2.6840 -0.4136 -1.7665  -0.667
N 1.7236 -0.1514 -1.1351  -0.924
H 3.9105 -1.0567 -4.8377  0.442
H 2.2698 -0.7165 -4.3260  0.419
H 3.0288 -2.1780 -3.8709  0.384
H 5.7814 -1.2563 -3.0071  0.363
H 4.7541 -2.3505 -1.9129  0.349
H 5.4035 -0.7987 -1.2646  0.386
H 4.5816 1.0702 -3.9440  0.361
H 4.9225 1.3435 -2.2649  0.382
H 3.2329 1.6412 -2.8903  0.377

2S+1 ... 1
Total charge ... +2
Frontier orbital gap ... 8.5 eV
Energy ... -72999.8458 eV
LUMO ... -4.9 eV